# 1
# H14Na5O15S2

A molecular structure, H14Na5O15S2 in a non-equilibrium geometry (wB97M-V/def2-TZVPD, OMol25).

```
36
Properties=species:S:1:pos:R:3:forces:R:3
Na 0.092 -1.551 -4.370 -0.815 0.381 0.454
Na -4.957 0.391 -0.445 0.489 -0.733 -0.808
Na -0.234 -4.459 -1.288 -0.931 0.801 0.060
Na 4.282 -1.232 -0.970 -0.653 0.583 0.286
Na -3.581 -3.343 2.273 0.182 0.233 -0.725
S -0.217 -0.483 0.232 -0.074 -0.017 1.180
O -1.333 -0.008 -0.524 -2.747 1.841 -1.103
O 0.677 -1.104 -0.717 4.305 -1.398 -3.693
O 0.442 0.571 1.010 0.399 0.454 0.377
O -0.596 -1.626 1.047 -1.501 -1.865 2.792
S -4.347 -3.211 -2.811 -3.849 0.025 -1.669
O -4.466 -3.053 -1.366 1.320 -0.032 3.901
O -4.956 -2.025 -3.377 0.625 3.469 -0.941
O -2.956 -3.389 -3.270 2.402 -0.502 0.122
O -5.268 -4.251 -3.251 0.979 -2.342 0.072
O 2.941 0.660 4.318 0.076 0.058 0.211
H 2.186 0.639 3.729 -0.354 0.006 -0.256
H 3.574 0.065 3.918 0.174 -0.084 -0.042
O 3.163 0.290 -4.248 -0.175 -0.570 0.365
H 3.835 -0.232 -4.688 0.218 -0.040 -0.324
H 3.403 1.197 -4.435 -0.048 0.401 -0.052
O 0.192 4.730 0.609 0.221 0.051 -0.206
H -0.164 5.341 1.254 -0.102 0.193 0.139
H 0.051 3.865 0.996 -0.109 -0.359 0.032
O 3.850 2.233 0.486 0.421 -0.472 -0.209
H 2.968 2.052 0.812 -0.521 -0.125 0.173
H 3.749 3.014 -0.057 -0.029 0.281 -0.073
O -0.797 2.410 -3.169 0.022 -0.055 -0.559
H 0.121 2.533 -2.926 0.140 0.132 0.222
H -1.142 1.811 -2.507 -0.125 -0.324 0.523
O 0.495 -3.869 4.339 -0.147 -0.405 0.035
H 1.110 -3.168 4.552 0.134 0.239 0.103
H -0.022 -3.521 3.612 0.035 0.312 -0.269
O -1.077 2.895 3.839 -0.247 0.096 -0.004
H -0.390 3.427 4.240 0.155 0.140 0.193
H -0.628 2.402 3.152 0.129 -0.372 -0.305
```
Forces are in eV/Å.

energy relative to the best compared isomer or geometry (same formula, charge and spin): 677.72 kJ/mol
total charge: +1
HOMO energy: -7.27 eV
LUMO: -5.1 eV
total energy: -2744.600704 Eh
spin multiplicity: 1
gap between HOMO and LUMO: 2.18 eV


# 2
# C7H10

A single C7H10 molecule (wB97M-V/def2-TZVPD, OMol25).

```
17
Properties=species:S:1:pos:R:3:forces:R:3
C 1.762 -1.727 -0.518 0.015 -0.003 -0.011
C 0.618 -0.772 -0.585 0.052 0.100 -0.015
C -0.852 -0.941 -0.246 -0.095 -0.176 0.080
C -0.977 0.600 -0.537 -0.061 0.160 -0.060
C -1.325 1.441 0.661 0.050 0.026 0.113
C -0.445 1.822 1.583 -0.090 0.003 -0.087
C 0.494 0.524 -0.885 0.158 -0.111 -0.002
H 1.775 -2.232 0.456 0.007 0.066 -0.164
H 1.692 -2.506 -1.288 -0.033 0.114 0.114
H 2.714 -1.200 -0.645 -0.150 -0.099 -0.015
H -1.072 -1.218 0.792 0.024 0.042 -0.164
H -1.427 -1.584 -0.925 0.122 0.093 0.114
H -1.647 0.832 -1.374 0.098 -0.046 0.121
H -2.374 1.718 0.772 0.147 -0.041 0.020
H -0.741 2.405 2.451 -0.003 -0.091 -0.123
H 0.606 1.553 1.501 -0.155 0.080 0.001
H 1.197 1.287 -1.212 -0.088 -0.113 0.079
```
Forces are in eV/Å.

SMILES string: C=C[C@H]1C=C(C)C1
energy relative to the best compared isomer or geometry (same formula, charge and spin): 184.43 kJ/mol
total charge: 0
HOMO energy: -9.05 eV
LUMO: 1.1 eV
total energy: -272.647752 Eh
spin multiplicity: 1
gap between HOMO and LUMO: 10.16 eV


# 3
# C23H33Cl2IrN4O4

A molecular structure, C23H33Cl2IrN4O4 in a non-equilibrium geometry (wB97M-V/def2-TZVPD, OMol25).

```
67
Properties=species:S:1:pos:R:3:forces:R:3
O 1.833 -0.139 -3.587 -1.087 1.063 -0.655
C 0.699 0.314 -3.662 -0.661 -1.589 1.671
C 0.242 1.713 -3.744 0.018 0.710 0.080
C 0.736 2.696 -2.864 0.322 -0.108 -0.431
H 1.062 2.405 -1.858 0.347 0.124 -0.521
C 0.750 4.021 -3.290 -0.352 -0.218 -0.177
H 1.236 4.769 -2.670 -0.186 -0.016 -0.120
C 0.179 4.352 -4.528 -0.004 -0.177 0.040
H 0.350 5.344 -4.949 -0.284 -0.209 0.188
C -0.623 3.420 -5.206 0.284 0.356 0.346
H -1.168 3.736 -6.100 0.070 -0.220 0.419
C -0.654 2.097 -4.758 0.239 -0.028 -0.197
H -1.363 1.376 -5.187 0.738 0.133 -0.174
H -0.127 -0.408 -3.469 -0.061 -0.032 -0.675
C -2.559 -0.938 -1.026 -1.121 0.000 0.277
C -2.090 0.334 -0.372 2.490 -1.086 -2.068
H -3.470 -0.671 -1.577 0.023 -0.668 -0.110
H -2.777 -1.703 -0.263 -0.011 0.162 -0.371
H -1.798 -1.339 -1.730 -0.434 0.373 0.462
C -2.575 1.539 -0.816 -1.572 1.176 -0.169
C -4.019 1.875 -0.950 -0.422 -0.011 -0.304
H -1.871 2.314 -1.065 0.221 0.333 0.294
H -4.238 2.261 -1.958 0.031 -0.046 0.175
H -4.304 2.682 -0.253 0.264 -0.243 -0.121
H -4.686 1.025 -0.746 0.279 0.207 -0.023
Ir -0.598 0.161 0.789 0.679 -0.415 2.408
Cl -0.017 2.334 1.066 0.198 1.280 -0.685
Cl -2.517 0.504 2.087 -1.979 0.142 0.678
H 4.839 1.394 -2.049 -0.266 0.116 0.126
H 4.897 1.886 0.301 -0.164 -0.067 0.045
C 3.755 1.577 -1.978 0.276 -0.303 -0.263
C 3.822 1.783 0.480 -0.412 0.321 0.057
N 3.234 1.136 -0.689 0.495 -0.156 -0.122
H 3.255 1.032 -2.787 0.252 0.323 0.337
C 2.345 0.149 -0.585 -1.079 -0.087 1.661
O 1.641 -0.049 0.451 2.507 -0.296 -1.964
H 3.647 1.188 1.382 -0.088 0.149 -0.263
H 2.264 -0.518 -1.459 -0.066 0.489 0.065
H 3.567 2.656 -2.104 0.064 -0.349 0.085
H 3.389 2.784 0.601 0.087 -0.198 0.172
H -0.376 -5.206 1.328 -0.107 0.218 -0.103
H 1.433 -5.424 -0.714 -0.107 0.200 -0.140
C -0.909 -4.619 0.568 0.139 -0.221 -0.063
C 0.814 -4.678 -1.232 0.088 -0.137 -0.065
N 0.050 -3.899 -0.274 0.190 0.115 -0.254
H -1.604 -3.935 1.055 0.234 -0.022 -0.111
C 0.246 -2.590 -0.169 -1.085 0.168 1.236
O -0.388 -1.940 0.709 0.579 -0.939 -1.930
H 1.458 -3.999 -1.803 -0.109 -0.278 0.082
H 0.972 -2.141 -0.878 -0.480 -0.154 0.485
H -1.457 -5.319 -0.072 0.034 0.157 0.107
H 0.135 -5.204 -1.916 0.176 0.143 0.123
N -2.059 -1.580 6.868 -0.136 -0.105 0.267
C -1.942 -1.715 5.512 0.893 -0.016 -0.767
O -2.842 -2.211 4.843 -0.152 -0.215 0.257
C -0.704 -1.155 4.877 -1.243 -1.112 -1.726
C 0.320 -0.482 5.550 0.673 0.546 1.623
C 1.265 0.205 4.797 -0.084 0.400 -1.479
C 1.093 0.315 3.411 1.949 1.078 2.339
N 0.103 -0.323 2.767 -0.257 -1.432 -1.137
C -0.654 -1.191 3.476 -0.594 0.495 1.617
H -2.855 -2.024 7.299 0.075 0.084 -0.120
H -1.298 -1.309 7.466 -0.011 -0.006 -0.256
H 0.365 -0.494 6.641 0.158 0.082 -0.338
H 2.117 0.703 5.254 -0.167 -0.021 -0.031
H 1.758 0.952 2.835 -0.168 -0.208 -0.018
H -1.332 -1.830 2.922 -0.117 0.244 0.228
```
Forces are in eV/Å.

energy relative to the best compared isomer or geometry (same formula, charge and spin): 239.43 kJ/mol
total charge: 0
HOMO energy (spin up / spin down): -3.24 / -7.42 eV
LUMO (spin up / spin down): -0.5 / -1.5 eV
total energy: -2440.684594 Eh
spin multiplicity: 5
gap between HOMO and LUMO (spin up / spin down): 2.71 / 5.97 eV


# 4
# C14H18Br2NO5PS

2 unconnected molecules or ions with the total composition C14H18Br2NO5PS in a non-equilibrium geometry (wB97M-V/def2-TZVPD, OMol25).

```
42
Properties=species:S:1:pos:R:3:forces:R:3
C -4.349 -0.031 -1.453 -0.365 1.128 0.285
C -3.215 0.592 -0.674 0.162 -0.524 -0.314
Br -3.739 2.067 0.431 -0.011 -0.097 -0.081
C -1.942 0.202 -0.684 -0.464 0.196 -0.194
Br -1.577 -1.366 -1.784 0.006 0.477 0.333
P -0.436 0.894 0.241 0.512 -0.832 -0.768
C 0.610 1.128 -1.246 0.321 0.679 -0.099
C 1.120 2.599 -1.356 -0.712 -0.236 -0.521
C 0.298 3.336 -2.431 -0.322 0.139 0.298
C 0.281 4.849 -2.209 -0.020 -0.277 -0.034
O -0.228 5.177 -0.922 0.156 0.032 0.172
N 1.055 1.432 1.354 -0.943 0.222 0.421
C 0.758 2.290 2.136 1.285 0.389 0.043
S 0.531 3.543 3.090 -0.310 -0.368 -0.083
H -4.776 -0.888 -0.932 0.196 -0.168 -0.133
H -5.141 0.720 -1.521 -0.033 -0.171 -0.018
H -4.053 -0.255 -2.474 0.111 -0.333 0.108
H -1.109 2.043 0.658 -0.128 -0.159 -0.039
H -0.401 -0.294 0.986 0.068 0.249 -0.001
H 0.037 0.945 -2.154 -0.124 -0.344 0.195
H 1.446 0.429 -1.233 -0.143 -0.095 0.334
H 2.174 2.577 -1.631 0.036 0.210 0.206
H 0.967 3.158 -0.434 0.374 -0.146 0.097
H -0.748 3.003 -2.363 0.060 -0.035 0.004
H 0.625 3.087 -3.445 0.095 0.072 0.039
H 1.305 5.228 -2.241 -0.106 0.169 -0.063
H -0.331 5.343 -2.969 0.264 0.004 -0.158
H -1.185 5.244 -0.957 -0.045 -0.058 -0.063
C 2.375 -2.953 2.331 -0.047 0.158 -0.138
C 2.434 -4.111 3.001 0.221 0.284 0.146
C 1.643 -5.317 2.574 -0.311 -0.156 -0.312
O 1.765 -6.338 3.225 0.142 0.086 0.163
C 0.775 -5.197 1.415 0.059 -0.131 0.144
C 0.710 -4.037 0.747 -0.199 -0.298 -0.133
C 1.524 -2.842 1.159 0.347 0.143 0.313
O 1.434 -1.830 0.486 -0.153 -0.084 -0.159
O -0.062 -3.861 -0.318 0.191 0.072 0.165
O 3.189 -4.282 4.081 -0.164 -0.172 -0.137
H 2.942 -2.081 2.625 0.003 -0.007 0.014
H 0.199 -6.065 1.126 -0.004 0.012 -0.025
H 0.045 -2.931 -0.599 -0.016 0.005 -0.025
H 3.048 -5.206 4.364 0.010 -0.036 0.019
```
Forces are in eV/Å.

SMILES string: C/C(Br)=C(\Br)[PH2](CCCCO)N=C=S.O=C1C=C(O)C(=O)C=C1O
energy relative to the best compared isomer or geometry (same formula, charge and spin): 0.00 kJ/mol
total charge: 0
HOMO energy: -8.68 eV
LUMO: -1.5 eV
total energy: -6862.722800 Eh
spin multiplicity: 1
gap between HOMO and LUMO: 7.15 eV